1.
{"formula": "C4H18BO7Y", "method": "ωB97M-V/def2-TZVPD", "gap_ev": 2.41, "lumo_energy_ev": 3.9, "charge": -2, "e_homo_ha": 0.057, "relative_energy_ev": 0.718, "elements": ["Y", "B", "H", "H", "H", "H", "O", "C", "C", "O", "H", "H", "H", "H", "O", "C", "C", "O", "H", "H", "H", "H", "O", "H", "H", "O", "H", "H", "O", "H", "H"], "xyz": [[-1.005550, -5.493820, -5.239010], [-1.783920, -7.791400, -5.364520], [-2.562080, -7.087130, -5.114070], [-2.203960, -8.785280, -5.359820], [-1.439960, -7.678320, -6.380960], [-0.998680, -7.640970, -4.639960], [-0.594480, -2.974230, -5.346150], [-0.526470, -2.370890, -6.640980], [0.464090, -1.038420, -6.748830], [0.829110, -0.436040, -5.490130], [-1.555630, -2.212270, -6.963100], [-0.023090, -3.103060, -7.272350], [0.189580, -0.305400, -7.507400], [1.440790, -1.238970, -7.189210], [1.014470, -5.436680, -3.918250], [2.095360, -6.042210, -4.670950], [1.927190, -5.840620, -6.207790], [0.710450, -5.858530, -6.951570], [1.978580, -7.098700, -4.429500], [3.036610, -5.700330, -4.240520], [2.654950, -6.507760, -6.669740], [2.346270, -4.881630, -6.512430], [-1.610550, -5.699410, -2.892510], [-1.289720, -4.909590, -2.457200], [-2.270550, -6.051350, -2.295210], [-2.358400, -5.208620, -7.144460], [-3.160100, -4.751880, -7.399230], [-2.210910, -5.843630, -7.845350], [-3.231320, -4.525230, -4.756240], [-3.981560, -4.732750, -4.199190], [-3.604270, -4.032920, -5.487520]], "forces_ev_per_a": [[5.07, 3.21, -0.33], [-0.48, -1.36, -0.02], [-3.35, 2.67, 0.82], [-1.54, -3.77, 0.49], [1.45, 1.04, -3.69], [3.16, 0.09, 2.65], [-0.95, -1.45, -0.80], [1.91, 0.05, 1.71], [0.89, 0.35, 3.48], [-1.30, -0.33, -2.00], [-0.49, 0.67, -0.69], [-0.17, -0.17, -0.83], [-1.58, 0.57, -0.42], [0.49, -1.58, -0.41], [-0.65, -0.58, -1.40], [-3.55, 0.43, 0.60], [0.93, 1.24, -1.33], [-1.30, -0.79, 2.80], [0.52, -0.76, -0.24], [0.51, 0.22, -0.56], [0.27, -0.91, -0.21], [0.40, 0.66, 0.69], [-0.39, -0.03, 0.50], [0.67, 0.43, 0.03], [-0.15, -0.29, -0.14], [-0.54, 0.02, -0.82], [0.05, 0.30, -0.02], [0.49, -0.33, -0.17], [-0.60, 0.14, 0.15], [-0.01, -0.24, 0.26], [0.24, 0.51, -0.07]]}

***

2.
{"formula": "C4H18N2O6", "method": "ωB97M-V/def2-TZVPD", "gap_ev": 9.01, "lumo_energy_ev": 0.3, "charge": 0, "smiles": "NCCNCC(=O)O.O.O.O.O", "e_homo_ha": -0.319, "relative_energy_ev": 2.879, "elements": ["N", "C", "C", "N", "C", "C", "O", "O", "H", "H", "H", "H", "H", "H", "H", "H", "H", "H", "O", "H", "H", "O", "H", "H", "O", "H", "H", "O", "H", "H"], "xyz": [[-1.965936, -0.197833, -0.236722], [-2.433744, 1.211268, -0.084508], [-1.681153, 2.243740, -0.976571], [-0.284583, 2.369426, -0.450947], [0.737334, 2.299764, -1.420210], [1.107127, 0.926638, -2.036847], [2.143716, 0.813671, -2.575707], [0.139337, -0.096579, -1.807745], [-1.275347, -0.324202, 0.444646], [-2.667138, -0.953660, -0.261843], [-2.484698, 1.491747, 1.040043], [-3.604981, 1.267171, -0.362208], [-1.772484, 2.047637, -2.080667], [-2.109077, 3.247051, -0.708901], [-0.094092, 1.509327, 0.300772], [0.438212, 2.878534, -2.353499], [1.489356, 2.645972, -0.759647], [-0.726377, 0.135398, -1.622303], [2.130453, -3.090282, 2.088469], [3.044569, -2.646124, 2.281516], [1.847163, -2.795770, 1.261248], [0.078330, 0.118056, 2.169821], [-0.322963, 0.103402, 3.026507], [0.547910, -0.746652, 2.169895], [0.474316, -2.394610, -0.269685], [1.066831, -3.178854, -0.349386], [0.551314, -1.888858, -1.134148], [-0.497983, -2.007297, 3.423296], [-0.157193, -2.526542, 4.147932], [-0.140092, -2.298868, 2.654952]], "forces_ev_per_a": [[-1.51, 1.25, -1.44], [-3.72, -0.25, 0.19], [-0.14, 0.46, 2.14], [-1.84, -3.62, 2.17], [-0.96, -0.52, -1.47], [-2.83, 0.67, 2.08], [0.94, -1.46, -0.90], [6.13, -0.35, -2.39], [1.03, -0.94, 1.23], [0.54, 1.03, 0.34], [0.63, -0.04, -1.84], [2.57, -0.20, 0.35], [0.17, -0.01, 1.03], [-0.17, -0.85, -0.81], [-0.64, 2.98, -2.33], [0.89, 0.11, 1.39], [2.18, 0.60, -0.94], [-3.22, 1.08, 1.29], [3.18, 0.32, 3.02], [-2.71, -1.22, -0.76], [-0.52, 1.15, -2.19], [1.11, -0.36, -1.27], [-0.50, -0.01, 0.77], [-0.31, 1.25, -0.16], [0.97, -0.39, -0.94], [-0.87, 0.77, -0.39], [-0.12, -0.52, 1.37], [-2.24, 1.44, 3.88], [0.25, -0.37, -0.02], [1.72, -1.97, -3.40]]}

***

3.
{"formula": "C4H18NO3", "method": "ωB97M-V/def2-TZVPD", "gap_ev": 11.31, "lumo_energy_ev": -3.1, "charge": 1, "e_homo_ha": -0.531, "relative_energy_ev": 0.974, "elements": ["C", "C", "C", "C", "N", "H", "H", "H", "H", "H", "H", "H", "H", "H", "H", "H", "H", "H", "H", "O", "H", "H", "O", "H", "H", "O"], "xyz": [[-0.534126, -2.411748, 0.783338], [0.101886, -1.446764, -0.227644], [-0.903369, -0.822329, -1.190630], [-0.231677, -0.023284, -2.314096], [0.655352, -0.250319, 0.568600], [0.134273, -3.271100, 0.728531], [-1.515654, -2.728904, 0.454855], [-0.596464, -2.096994, 1.822478], [0.948114, -1.878201, -0.752011], [-1.562925, -1.649225, -1.446151], [-1.596225, -0.193988, -0.627659], [-0.201508, 1.034838, -2.101456], [0.810579, -0.366607, -2.360303], [-0.588777, -0.322643, -3.294317], [1.430740, -0.582410, 1.135953], [1.081416, 0.435695, -0.049715], [-0.116041, 0.190043, 1.065594], [0.857731, 3.670101, -1.415041], [2.281695, 3.875739, -1.803718], [1.446765, 3.620597, -2.167487], [-2.825163, 0.902390, 1.828321], [-2.908260, 2.137272, 0.971022], [-2.660213, 1.208131, 0.928889], [2.583119, 0.983840, 2.918848], [1.991009, -0.305373, 3.646023], [1.917723, 0.291245, 2.897773]], "forces_ev_per_a": [[0.98, -0.65, -0.72], [-1.24, 1.68, 0.74], [-0.30, -0.37, 0.31], [0.70, -1.47, 0.29], [0.60, -1.06, -1.30], [-0.37, -0.37, 0.52], [-0.16, 0.01, -0.03], [0.09, 0.33, -0.05], [0.07, -0.06, -0.01], [0.16, -0.02, -0.93], [0.13, 0.14, 0.21], [-0.30, 0.32, -0.44], [0.11, 0.23, -0.02], [-0.45, 0.66, -0.07], [-0.29, 0.43, 1.01], [-0.21, 0.20, -0.32], [0.21, 0.05, 0.44], [-0.35, 0.17, 0.10], [0.95, 0.34, 0.14], [-0.62, -0.51, -0.19], [-0.14, -0.10, -0.04], [-0.05, 0.10, -0.18], [0.31, -0.03, 0.33], [0.19, -0.20, 0.54], [0.43, 0.31, 0.29], [-0.44, -0.13, -0.63]]}

***

4.
{"formula": "C4H18O4", "method": "ωB97M-V/def2-TZVPD", "gap_ev": 11.57, "lumo_energy_ev": 0.6, "charge": 0, "smiles": "CC(C)C.O.O.O.O", "e_homo_ha": -0.403, "relative_energy_ev": 1.614, "elements": ["C", "C", "C", "C", "H", "H", "H", "H", "H", "H", "H", "H", "H", "H", "O", "H", "H", "O", "H", "H", "O", "H", "H", "O", "H", "H"], "xyz": [[-1.844193, -1.441957, -1.370174], [-1.167354, -0.637430, -0.251681], [-0.660574, 0.699856, -0.845410], [-2.190205, -0.360072, 0.845730], [-1.315168, -2.238872, -1.694937], [-2.687754, -1.829131, -0.906958], [-2.170263, -0.879587, -2.267485], [-0.369676, -1.199595, 0.227458], [-0.117584, 1.330223, -0.164253], [-1.525972, 1.386038, -1.241629], [0.038268, 0.583184, -1.670771], [-2.367773, -1.198785, 1.499308], [-1.795242, 0.487947, 1.429750], [-3.197179, -0.115298, 0.422834], [-1.317979, 3.058180, 2.367512], [-0.444878, 2.669101, 2.306374], [-1.511549, 3.523157, 3.097365], [1.383010, -3.387609, -1.947117], [0.674145, -3.787977, -1.516383], [1.939094, -4.056859, -2.212145], [2.418227, 2.719121, 0.982798], [2.686097, 3.403949, 1.561115], [3.087488, 2.003462, 1.263548], [4.168611, -0.179343, 0.323314], [3.375533, -0.510981, -0.047075], [4.912869, -0.040720, -0.191088]], "forces_ev_per_a": [[-0.52, 2.46, 0.33], [-0.54, 1.14, -0.94], [-1.15, 0.98, -0.63], [-0.34, 1.11, -0.18], [2.06, -2.49, -1.17], [-1.96, -0.99, 0.43], [0.28, 0.08, 0.67], [0.40, -0.03, -0.30], [0.15, 0.17, 0.76], [1.31, -1.51, 0.72], [-0.11, -0.38, -0.28], [0.17, -0.45, 0.26], [-0.60, -0.28, 0.09], [0.86, 0.20, 0.24], [0.23, -2.70, -4.84], [0.14, 0.36, 0.60], [-0.30, 2.34, 4.20], [-0.10, 3.38, -0.15], [-1.85, -1.01, 1.12], [1.96, -2.34, -0.94], [1.37, -2.80, 0.15], [0.18, 1.51, 0.84], [-1.56, 1.17, -1.01], [-1.03, 0.49, 3.60], [-0.50, -0.45, -1.36], [1.45, 0.04, -2.19]]}

***

5.
{"formula": "C4H18O7", "method": "ωB97M-V/def2-TZVPD", "gap_ev": 10.34, "lumo_energy_ev": 0.4, "charge": 0, "smiles": "O=CCCCO.O.O.O.O.O", "e_homo_ha": -0.366, "relative_energy_ev": 1.546, "elements": ["O", "C", "C", "C", "C", "O", "H", "H", "H", "H", "H", "H", "H", "H", "O", "H", "H", "O", "H", "H", "O", "H", "H", "O", "H", "H", "O", "H", "H"], "xyz": [[-0.730837, 0.168558, -2.153689], [0.150495, 0.973029, -1.948848], [1.569753, 0.474049, -1.750731], [1.627187, -0.654697, -0.679598], [2.206407, -0.211448, 0.659002], [1.987895, -1.175084, 1.675451], [-0.070899, 2.036707, -1.795948], [2.197046, 1.338072, -1.511119], [1.939980, -0.019548, -2.660058], [0.582692, -0.939466, -0.491821], [2.100328, -1.585424, -1.019042], [3.292930, -0.090246, 0.670222], [1.710421, 0.753575, 0.848296], [1.924306, -2.042751, 1.284001], [-2.756170, -0.145071, 1.173630], [-2.385843, -0.580704, 0.367133], [-2.659779, -0.838514, 1.836124], [-1.285385, 2.404867, 1.715534], [-1.854917, 3.121872, 1.418300], [-1.749108, 1.578680, 1.462884], [0.823593, -3.806726, 1.282073], [0.479546, -4.113136, 2.124927], [0.579834, -4.627187, 0.825262], [-2.364457, -1.721963, -0.918058], [-3.193375, -1.717385, -1.398711], [-1.715201, -1.323901, -1.519541], [0.175557, 4.013380, -0.041799], [0.152192, 3.315817, 0.636718], [-0.698312, 4.400388, -0.007424]], "forces_ev_per_a": [[-0.39, 0.45, -0.24], [0.42, -1.13, 0.35], [0.40, -0.27, 0.10], [-0.53, -0.06, 0.30], [0.18, -0.31, -0.29], [-0.51, 0.82, 0.46], [0.04, 0.16, -0.23], [0.21, -0.28, -0.01], [-0.25, 0.63, -0.15], [0.23, -0.08, 0.13], [0.16, 0.39, -0.22], [0.00, 0.58, -0.66], [0.22, -0.32, 0.74], [-0.18, -0.49, -0.21], [0.52, 0.04, -0.14], [-0.57, 0.14, 0.37], [-0.03, 0.20, 0.10], [-0.09, -0.28, -0.16], [-0.16, -0.21, 0.15], [0.02, 0.13, 0.21], [-0.50, -1.26, -0.03], [0.14, 0.81, 0.84], [0.41, 0.44, -0.86], [0.41, -0.25, -0.22], [-0.19, 0.05, -0.07], [-0.05, 0.01, -0.06], [0.47, -0.26, -0.04], [-0.20, 0.20, -0.13], [-0.15, 0.15, -0.04]]}

***

6.
{"formula": "C4H19NO5", "method": "ωB97M-V/def2-TZVPD", "gap_ev": 9.27, "lumo_energy_ev": 0.2, "charge": 0, "smiles": "COC[C@H](C)N.O.O.O.O", "e_homo_ha": -0.334, "relative_energy_ev": 0.936, "elements": ["C", "O", "C", "C", "C", "N", "H", "H", "H", "H", "H", "H", "H", "H", "H", "H", "H", "O", "H", "H", "O", "H", "H", "O", "H", "H", "O", "H", "H"], "xyz": [[0.791281, -0.708668, -0.083850], [1.679694, 0.366151, -0.091975], [1.063335, 1.634166, -0.005416], [1.485708, 2.509120, -1.165903], [2.988548, 2.748225, -1.150566], [0.754134, 3.787028, -1.107311], [0.310955, -0.865869, 0.889833], [1.349220, -1.614225, -0.346331], [0.000224, -0.628383, -0.844857], [-0.030590, 1.547543, 0.025528], [1.366144, 2.104729, 0.943716], [1.251138, 1.997752, -2.103906], [3.261505, 3.402280, -1.977614], [3.517102, 1.798754, -1.286674], [3.327650, 3.125708, -0.184039], [0.099655, 3.826974, -0.336027], [1.400365, 4.555136, -0.974692], [-1.503528, -2.229613, -2.927200], [-1.453740, -2.561413, -2.023076], [-0.781449, -2.656925, -3.394603], [-1.861975, -3.100962, 0.056358], [-0.939093, -3.198975, 0.309356], [-2.359715, -3.384591, 0.833437], [-1.159786, -1.292554, 3.164043], [-1.347260, -0.353398, 3.236788], [-1.890235, -1.655097, 2.647404], [-3.448596, -2.973051, 2.435016], [-4.354983, -2.858365, 2.133019], [-3.515702, -3.321469, 3.329529]], "forces_ev_per_a": [[-0.51, -0.86, -0.26], [0.16, 0.23, -0.10], [-0.01, -0.11, 0.35], [0.11, 0.47, 0.16], [0.08, -0.69, -0.06], [0.17, 0.04, -0.08], [0.08, 0.10, 0.03], [0.11, 0.15, 0.17], [0.08, 0.26, 0.08], [0.03, -0.10, -0.13], [0.02, 0.04, -0.14], [-0.18, -0.07, 0.05], [0.14, 0.18, 0.13], [-0.12, 0.10, -0.11], [-0.09, 0.36, -0.07], [-0.04, -0.11, -0.03], [-0.05, -0.01, -0.02], [0.07, 0.06, 0.00], [-0.22, -0.05, 0.10], [0.02, -0.02, -0.02], [0.24, -0.03, -0.20], [0.03, 0.01, 0.09], [-0.06, 0.07, 0.04], [0.07, -0.04, -0.01], [0.01, 0.05, 0.00], [-0.09, 0.02, 0.01], [-0.08, -0.06, 0.00], [-0.03, 0.05, -0.03], [0.05, -0.03, 0.04]]}

***

What did the sixth record say?
{"formula": "C4H19NO5", "method": "ωB97M-V/def2-TZVPD", "gap_ev": 9.27, "lumo_energy_ev": 0.2, "charge": 0, "smiles": "COC[C@H](C)N.O.O.O.O", "e_homo_ha": -0.334, "relative_energy_ev": 0.936, "elements": ["C", "O", "C", "C", "C", "N", "H", "H", "H", "H", "H", "H", "H", "H", "H", "H", "H", "O", "H", "H", "O", "H", "H", "O", "H", "H", "O", "H", "H"], "xyz": [[0.791281, -0.708668, -0.083850], [1.679694, 0.366151, -0.091975], [1.063335, 1.634166, -0.005416], [1.485708, 2.509120, -1.165903], [2.988548, 2.748225, -1.150566], [0.754134, 3.787028, -1.107311], [0.310955, -0.865869, 0.889833], [1.349220, -1.614225, -0.346331], [0.000224, -0.628383, -0.844857], [-0.030590, 1.547543, 0.025528], [1.366144, 2.104729, 0.943716], [1.251138, 1.997752, -2.103906], [3.261505, 3.402280, -1.977614], [3.517102, 1.798754, -1.286674], [3.327650, 3.125708, -0.184039], [0.099655, 3.826974, -0.336027], [1.400365, 4.555136, -0.974692], [-1.503528, -2.229613, -2.927200], [-1.453740, -2.561413, -2.023076], [-0.781449, -2.656925, -3.394603], [-1.861975, -3.100962, 0.056358], [-0.939093, -3.198975, 0.309356], [-2.359715, -3.384591, 0.833437], [-1.159786, -1.292554, 3.164043], [-1.347260, -0.353398, 3.236788], [-1.890235, -1.655097, 2.647404], [-3.448596, -2.973051, 2.435016], [-4.354983, -2.858365, 2.133019], [-3.515702, -3.321469, 3.329529]], "forces_ev_per_a": [[-0.51, -0.86, -0.26], [0.16, 0.23, -0.10], [-0.01, -0.11, 0.35], [0.11, 0.47, 0.16], [0.08, -0.69, -0.06], [0.17, 0.04, -0.08], [0.08, 0.10, 0.03], [0.11, 0.15, 0.17], [0.08, 0.26, 0.08], [0.03, -0.10, -0.13], [0.02, 0.04, -0.14], [-0.18, -0.07, 0.05], [0.14, 0.18, 0.13], [-0.12, 0.10, -0.11], [-0.09, 0.36, -0.07], [-0.04, -0.11, -0.03], [-0.05, -0.01, -0.02], [0.07, 0.06, 0.00], [-0.22, -0.05, 0.10], [0.02, -0.02, -0.02], [0.24, -0.03, -0.20], [0.03, 0.01, 0.09], [-0.06, 0.07, 0.04], [0.07, -0.04, -0.01], [0.01, 0.05, 0.00], [-0.09, 0.02, 0.01], [-0.08, -0.06, 0.00], [-0.03, 0.05, -0.03], [0.05, -0.03, 0.04]]}